{
  "formula": "C4H9NO2S",
  "method": "ωB97M-V/def2-TZVPD",
  "elements": ["C", "C", "C", "C", "N", "O", "O", "S", "H", "H", "H", "H", "H", "H", "H", "H", "H"],
  "coordinates": [[2.911824, -1.002320, 1.088495], [-0.723232, -0.666505, 1.541712], [-0.783969, 2.358359, -1.283027], [-0.895986, -0.061228, 0.109846], [-0.507475, -1.198072, -0.896036], [2.081775, -1.574461, 0.528461], [3.685491, -0.367401, 1.620857], [0.332775, 1.187446, -0.280958], [-0.878491, 0.137448, 2.182130], [0.414377, -1.108955, 1.604143], [-1.575917, -1.386043, 1.644192], [-0.028700, 3.060692, -1.638996], [-1.664886, 2.830811, -0.858192], [-1.031124, 1.912938, -2.184334], [0.345529, -1.739429, -0.553221], [-0.288409, -0.611942, -1.720844], [-1.393586, -1.771343, -0.904228]],
  "forces_ev_per_angstrom": [[-1.0, 0.0, -0.8], [1.7, -1.6, -3.1], [2.4, 0.4, 1.0], [0.6, -0.1, 0.7], [-0.6, -0.5, 1.2], [-0.1, -1.1, -0.7], [1.8, 1.0, 1.2], [-1.9, 1.1, -0.2], [-0.1, 1.2, 1.5], [-3.2, 0.6, 0.7], [1.2, 0.1, 0.4], [-0.2, 0.7, 0.4], [0.3, -0.2, 0.7], [-0.9, -1.5, -1.6], [-1.3, 0.5, -0.8], [-0.3, -1.2, 0.2], [1.6, 0.5, -0.7]],
  "lumo_energy_ha": 0.017,
  "homo_lumo_gap_ev": 7.13,
  "homo_energy_ev": -6.669,
  "total_charge": 0
}